*1*
The following is a quantum chemistry calculation of 4 unconnected molecules or ions with the total composition C2H12N2O4, from the Open Molecules 2025 dataset.

Structure (XYZ):
```
20
Properties=species:S:1:pos:R:3:nbo_charge:R:1
C 0.401 -2.233 3.274 -0.434
N 0.225 -2.239 1.842 -0.626
C -0.050 -1.130 1.121 0.795
N -0.319 -1.415 -0.219 -0.855
O -0.263 -0.026 1.607 -0.695
H -0.341 -2.950 3.733 0.197
H 0.267 -1.281 3.787 0.237
H 1.424 -2.513 3.735 0.195
H 0.660 -3.061 1.457 0.397
H 0.249 -2.037 -0.771 0.396
H -0.749 -0.656 -0.741 0.414
O -0.401 1.776 -0.427 -0.998
H -0.271 1.439 0.492 0.527
H -1.326 2.044 -0.460 0.482
O -0.016 3.415 -3.234 -0.954
H -0.031 2.935 -2.399 0.480
H 0.880 3.730 -3.379 0.476
O 0.357 0.520 -2.674 -0.993
H 0.266 1.194 -3.357 0.477
H 0.165 0.992 -1.839 0.483
```

Properties
Orbital gap ... 10.45 eV
Highest occupied orbital energy ... -9.82 eV
SMILES ... CNC(N)=O.O.O.O
LUMO energy ... 0.6 eV

***

*2*
The following is a quantum chemistry calculation of 4 unconnected molecules or ions with the total composition C2H12N2O4, from the Open Molecules 2025 dataset.

Structure (XYZ):
```
20
Properties=species:S:1:pos:R:3:nbo_charge:R:1
N 0.012 -1.487 -0.174 -0.860
C 1.335 -1.712 0.430 -0.314
C 1.415 -0.500 1.365 0.681
N 2.254 0.512 0.982 -0.851
O 0.649 -0.373 2.304 -0.622
H -0.083 -2.030 -1.026 0.374
H -0.758 -1.683 0.455 0.378
H 1.526 -2.544 1.113 0.204
H 2.067 -1.611 -0.362 0.204
H 2.320 0.810 0.024 0.411
H 2.411 1.307 1.584 0.395
O -3.841 1.120 1.066 -0.941
H -3.252 1.227 0.314 0.466
H -3.354 0.673 1.767 0.475
O -1.048 0.032 -2.801 -0.958
H -1.507 0.700 -3.314 0.480
H -1.202 0.138 -1.851 0.479
O 0.532 2.143 -0.657 -0.956
H 0.283 1.551 -1.381 0.478
H 0.242 1.726 0.162 0.477
```

Properties
Orbital gap ... 10.12 eV
Highest occupied orbital energy ... -9.83 eV
SMILES ... NCC(N)=O.O.O.O
LUMO energy ... 0.3 eV

***

Going by the computed energies, the most stable comes first: *1*, *2*.

***

*1*
The following is a quantum chemistry calculation of a molecular structure, C2H6NO, from the Open Molecules 2025 dataset.

Structure (XYZ):
```
10
Properties=species:S:1:pos:R:3:nbo_charge:R:1
C 0.269 1.154 0.015 -0.460
C -0.641 -1.110 0.114 -0.612
N 0.868 -0.071 0.608 -0.094
O 1.854 -0.491 -0.199 -0.775
H -0.159 0.948 -1.050 0.148
H -0.417 1.429 0.767 0.168
H 1.107 1.986 -0.139 0.159
H -0.741 -1.907 0.760 0.160
H -1.551 -0.561 0.091 0.143
H -0.590 -1.377 -0.968 0.164
```

Properties
Orbital gap (alpha / beta) ... 6.46 / 6.46 eV
Net charge ... -1
Highest occupied orbital energy (alpha / beta) ... -1.59 / -1.59 eV
LUMO energy (alpha / beta) ... 4.9 / 4.9 eV

***

*2*
The following is a quantum chemistry calculation of 2 unconnected molecules or ions with the total composition C2H6NO, from the Open Molecules 2025 dataset.

Structure (XYZ):
```
10
Properties=species:S:1:pos:R:3:nbo_charge:R:1
O -0.401 -1.822 1.281 -0.974
H -0.181 -1.676 2.208 0.450
C 0.623 1.250 0.253 -0.560
C -0.501 0.132 -1.465 -0.456
N -0.053 1.220 -0.895 -0.424
H 0.809 2.214 0.705 0.140
H 1.133 0.381 0.691 0.095
H -0.103 -1.005 0.846 0.494
H -0.876 0.211 -2.490 0.125
H -0.449 -0.905 -1.136 0.109
```

Properties
Orbital gap ... 5.27 eV
Net charge ... -1
Highest occupied orbital energy ... -0.96 eV
LUMO energy ... 4.3 eV

***

Going by the computed energies, the most stable comes first: *2*, *1*.